(1)
A molecular structure, C36H37BaNP2S, computed with wB97M-V/def2-TZVPD.

Geometry as XYZ:
```
78
Properties=species:S:1:pos:R:3:forces:R:3:lowdin_charge:R:1
Ba 1.54654 -1.20611 3.17691 0.93 0.39 1.20 1.570
C -2.48314 0.11779 6.77906 -0.06 -1.00 -0.52 -0.173
C -2.79025 -0.10877 5.48670 -0.71 0.51 1.13 -0.109
C -3.03679 1.00622 4.49730 -0.99 -0.27 -0.09 -0.216
C -1.72742 1.52853 3.93306 0.11 -0.07 -0.63 -0.202
C -0.76674 2.21296 4.86989 0.40 -0.07 -0.28 -0.112
C -1.00088 2.79816 6.04249 -0.22 -0.79 -0.81 -0.098
C -2.29607 2.74740 6.78042 -0.70 0.27 0.76 -0.196
C -2.59501 1.41092 7.54611 0.61 0.46 0.03 -0.176
C 3.11736 0.17740 5.22414 -1.16 -0.50 -1.01 -0.381
H -2.06392 -0.74828 7.33890 -0.99 0.67 -0.20 0.055
H -3.02279 -1.13820 5.17649 0.83 0.36 -0.10 0.101
H -3.65428 1.83173 4.89501 0.44 -0.52 -0.10 0.101
H -3.65191 0.62805 3.67142 0.21 -0.08 -0.06 0.103
H -1.19932 0.67548 3.44986 -0.13 0.14 0.28 0.064
H -1.97078 2.17385 3.07141 0.22 0.14 0.25 0.117
H 0.27053 2.18748 4.50765 -0.32 0.36 0.15 0.089
H -0.17166 3.29626 6.50212 0.36 0.04 0.40 0.101
H -3.14568 3.01107 6.13833 0.34 -0.07 0.23 0.092
H -2.27807 3.53088 7.54421 -0.03 -0.03 0.01 0.103
H -1.91491 1.33978 8.41035 -0.05 0.10 -0.30 0.099
H -3.59981 1.51296 8.00703 0.34 -0.23 -0.39 0.118
H 3.18542 -0.17483 6.29358 0.06 0.51 -1.27 -0.074
H 2.09232 0.64948 5.07294 0.66 0.03 0.59 -0.153
H 3.84363 0.93720 4.91672 0.06 -0.07 0.41 -0.112
P 0.11321 -2.22690 -2.88654 0.16 -0.61 -0.06 0.994
P 2.01544 0.28461 -3.22462 0.95 0.19 -0.63 0.991
C -0.55922 -0.64715 -3.46461 0.41 0.99 -0.02 -0.334
C 0.28684 0.37369 -3.73863 -0.81 -1.07 -0.19 -0.357
C -0.69081 -3.40478 -4.07596 0.18 0.21 -0.20 -0.388
C -1.83391 -3.08939 -4.82909 0.00 -0.71 -0.05 -0.094
C -2.40665 -4.06065 -5.66524 0.37 -0.01 0.12 -0.080
C -1.79681 -5.31259 -5.81434 0.17 0.20 0.29 -0.085
C -0.59716 -5.58798 -5.14086 -0.19 0.14 -0.05 -0.087
C -0.03450 -4.63697 -4.28761 -0.54 0.27 0.02 -0.110
C -0.87554 -2.38332 -1.35400 -0.26 -0.04 0.29 -0.376
C -0.52145 -1.52444 -0.29250 0.01 -0.04 0.14 -0.127
C -1.22333 -1.55699 0.90767 -0.48 0.08 0.08 -0.150
C -2.32165 -2.42039 1.04761 -0.04 -0.13 -0.05 -0.079
C -2.67843 -3.27605 0.00212 0.32 -0.02 -0.27 -0.067
C -1.94134 -3.27694 -1.19342 0.22 0.54 0.50 -0.069
C 2.70731 1.03740 -4.79853 0.14 -0.08 0.17 -0.362
C 2.63229 0.24491 -5.96107 -0.01 0.42 0.05 -0.113
C 2.99476 0.77799 -7.19829 0.21 0.21 0.08 -0.090
C 3.47346 2.09290 -7.28545 -0.13 -0.02 0.31 -0.092
C 3.60198 2.86456 -6.12422 0.07 -0.47 -0.07 -0.084
C 3.25047 2.32715 -4.87972 -0.17 -0.08 -0.33 -0.086
C 2.08815 1.71953 -2.08996 -0.06 0.20 0.29 -0.419
C 3.23916 1.84990 -1.28765 -0.32 0.21 -0.26 -0.121
C 3.43559 2.99708 -0.51755 -0.29 -0.06 -0.03 -0.084
C 2.46083 4.00751 -0.51714 0.28 -0.24 -0.05 -0.085
C 1.29084 3.85371 -1.26228 -0.09 -0.20 0.15 -0.080
C 1.08500 2.69492 -2.01959 0.49 0.30 0.17 -0.093
H -1.64794 -0.55914 -3.55543 0.35 0.13 -0.41 0.075
H 0.00703 1.23217 -4.34629 -0.42 0.12 0.40 0.082
H -2.28124 -2.09687 -4.78210 0.02 -0.36 0.12 0.088
H -3.32832 -3.83811 -6.20135 0.24 -0.02 0.06 0.103
H -2.24590 -6.07109 -6.46007 0.15 0.28 0.20 0.104
H -0.10090 -6.54960 -5.27889 -0.14 0.27 0.00 0.104
H 0.91397 -4.83767 -3.78267 -0.34 0.04 -0.08 0.098
H 0.29312 -0.79506 -0.39753 -0.24 -0.32 -0.20 0.094
H -1.00059 -0.83560 1.72113 -0.23 -0.47 -0.60 0.039
H -2.91002 -2.41552 1.96614 0.20 0.00 -0.22 0.108
H -3.53134 -3.95462 0.07704 0.26 0.28 0.19 0.110
H -2.18806 -3.94048 -2.01704 -0.12 0.04 0.18 0.100
H 2.27788 -0.78637 -5.90302 0.01 0.27 0.03 0.101
H 2.92436 0.16819 -8.10160 0.00 0.16 0.30 0.103
H 3.75097 2.51486 -8.25346 -0.09 -0.15 0.29 0.102
H 3.99473 3.87874 -6.18155 -0.08 -0.22 0.00 0.102
H 3.39401 2.92850 -3.98123 -0.17 -0.15 -0.21 0.098
H 3.97813 1.04645 -1.29676 -0.09 0.26 -0.02 0.099
H 4.34059 3.08736 0.08791 -0.32 0.06 -0.18 0.107
H 2.62513 4.90459 0.08008 -0.10 -0.21 -0.18 0.105
H 0.52194 4.63075 -1.24128 0.27 -0.26 0.02 0.107
H 0.15593 2.56254 -2.56690 0.19 0.14 0.04 0.090
S 0.49600 -0.55594 7.45687 0.18 0.27 1.14 0.652
C 0.74501 -1.58411 6.28702 0.47 -1.56 -3.12 -1.026
N 0.93463 -2.25268 5.29040 -0.80 0.89 2.19 -0.329
```
Positions in Å, forces in eV/Å.

Output
- DFT total energy (eV) = -69524.432
- HOMO energy (eV) = -6.0
- orbital gap (eV) = 5.3556

=====

(2)
A molecular structure, C36H37Br2N6O2PdS, computed with wB97M-V/def2-TZVPD.

Geometry as XYZ:
```
85
Properties=species:S:1:pos:R:3:forces:R:3:lowdin_charge:R:1
Pd -0.71890 0.09230 0.21820 0.41 1.38 -2.26 0.780
Br 6.02270 0.03450 0.49670 -0.38 0.03 0.01 0.731
C 4.12830 0.28700 0.51590 0.22 0.34 -1.50 -0.670
C 3.46640 0.61020 -0.68350 0.58 -0.30 1.20 -0.085
C 2.09920 0.78200 -0.60300 -0.01 0.42 -0.39 -0.101
N 1.39950 0.68160 0.51510 0.77 -0.72 1.99 0.066
C 2.03640 0.33340 1.68510 1.40 0.58 -3.52 -0.171
C 3.44090 0.13960 1.68170 -1.28 0.00 0.80 -0.057
C 1.21960 0.15260 2.83680 -2.64 -0.45 2.69 -0.199
C 1.74790 0.03630 4.15030 0.23 0.24 -1.58 -0.057
C 0.88340 -0.13210 5.19060 -1.04 -0.13 0.82 -0.653
Br 1.56300 -0.21070 6.98310 -0.13 -0.03 -0.43 0.710
C -0.49580 -0.22090 4.97960 0.95 0.13 -0.10 -0.076
C -0.92720 -0.09030 3.66640 -0.37 -0.03 0.28 -0.121
N -0.13440 0.10720 2.63740 2.28 -0.11 0.18 0.090
H 3.99970 0.71500 -1.61170 0.04 0.02 -0.12 0.104
H 1.53510 1.04640 -1.49270 -0.05 -0.03 0.12 0.116
H 3.95360 -0.14780 2.58530 0.07 -0.02 0.04 0.100
H 2.80900 0.11510 4.31980 0.08 0.00 0.09 0.097
H -1.18890 -0.36720 5.79000 -0.06 -0.02 0.09 0.099
H -1.98540 -0.14590 3.44050 -0.02 -0.02 -0.10 0.124
C -4.94220 2.25750 -0.35090 0.13 -0.16 0.00 -0.169
N -3.87220 1.50220 -0.94630 -0.13 0.17 -0.16 -0.109
C -3.82120 0.22710 -0.81650 0.27 0.31 -0.63 -0.845
S -2.41890 -0.59420 -1.46780 0.77 -0.03 0.18 0.640
N -4.81680 -0.54380 -0.28260 -0.56 0.29 0.58 -0.066
C -4.64480 -1.94920 0.01800 0.29 -0.21 -0.04 -0.147
H -4.77630 3.30680 -0.59110 -0.14 0.07 0.06 0.061
H -4.94020 2.16780 0.74420 -0.13 0.01 0.10 0.070
H -5.93220 1.96820 -0.72600 -0.12 -0.02 0.02 0.064
H -2.05600 1.89570 -0.66520 0.42 0.02 0.18 -0.026
H -5.44120 -0.04330 0.33420 0.02 -0.05 -0.13 0.098
H -3.72010 -2.12640 0.57580 -0.20 -0.06 -0.07 0.036
H -4.60060 -2.51680 -0.91380 -0.02 -0.08 0.13 0.068
H -5.50100 -2.28760 0.59990 -0.10 0.00 0.01 0.074
C -0.35740 3.15500 2.42530 -0.01 0.04 -0.10 -0.058
C -0.24850 3.82460 1.09340 0.06 -0.07 -0.19 -0.227
C 0.19160 5.13120 0.99900 0.05 0.06 0.00 -0.089
C 0.30110 5.77480 -0.22160 0.14 0.17 0.00 -0.129
C 0.01190 5.07460 -1.38040 -0.15 0.17 0.11 -0.090
C -0.45360 3.77360 -1.33180 0.21 -0.08 0.18 -0.223
C -0.65850 3.02670 -2.61930 -0.17 -0.08 0.10 -0.052
C -0.63450 3.12870 -0.07750 0.31 0.23 -0.14 -0.289
N -1.26810 1.92400 -0.00360 -1.70 0.53 0.24 -0.126
H -0.49420 3.87900 3.22490 0.02 0.13 0.11 0.072
H 0.55590 2.59560 2.62640 0.02 -0.04 0.16 0.060
H -1.18290 2.44550 2.42070 -0.03 0.00 -0.05 0.056
H 0.43290 5.66510 1.90710 0.03 0.11 0.17 0.094
H 0.60870 6.81000 -0.26330 0.09 0.09 -0.03 0.081
H 0.13260 5.55660 -2.34240 0.01 0.05 -0.12 0.097
H -1.07230 3.68150 -3.38440 -0.03 0.03 -0.10 0.071
H -1.31730 2.17070 -2.49300 0.00 -0.03 -0.11 0.042
H 0.30670 2.66330 -2.98310 0.02 -0.09 -0.10 0.069
C 5.86690 -4.20920 -2.06330 -0.05 -0.04 0.02 -0.055
C 4.44870 -4.70390 -2.08520 -0.07 -0.10 -0.16 -0.241
C 4.08510 -5.69300 -2.99290 0.09 0.00 0.00 -0.072
C 2.78340 -6.15700 -3.04770 -0.02 -0.03 0.01 -0.092
C 1.82760 -5.63690 -2.19880 -0.01 0.00 -0.02 -0.036
C 2.17610 -4.66290 -1.26440 0.14 -0.21 -0.18 -0.192
N 1.23550 -4.10190 -0.41000 0.38 0.61 -0.07 0.098
C 0.15380 -4.70180 0.16810 -0.49 -0.23 0.34 -0.179
C 0.05270 -6.09500 0.28730 0.12 -0.03 -0.08 -0.039
C -1.02860 -6.67460 0.91450 -0.12 0.00 0.04 -0.102
C -2.03230 -5.89220 1.46750 -0.08 -0.15 0.09 -0.105
C -1.92220 -4.52010 1.40000 0.07 -0.04 -0.07 -0.028
C -0.85470 -3.90770 0.75380 0.01 -0.19 -0.07 -0.052
C -0.85960 -2.41560 0.72380 -1.08 -0.45 0.96 -0.642
O -1.74680 -1.80900 1.35000 0.15 -1.20 0.42 -0.101
O 0.03360 -1.80130 0.05990 0.47 -0.50 0.10 -0.173
C 3.49810 -4.19110 -1.20470 -0.16 -0.12 0.09 -0.157
C 3.84740 -3.14180 -0.19010 0.01 -0.10 -0.10 -0.032
H 6.42100 -4.61400 -2.90710 0.06 -0.01 -0.03 0.070
H 6.37070 -4.51750 -1.14670 0.10 0.03 0.06 0.082
H 5.90390 -3.12280 -2.11360 0.08 0.11 0.00 0.077
H 4.82960 -6.09750 -3.66570 0.06 0.00 -0.05 0.098
H 2.50550 -6.91630 -3.76590 -0.01 -0.03 -0.06 0.097
H 0.80070 -5.96040 -2.27480 -0.07 -0.01 0.04 0.112
H 1.21960 -3.08480 -0.33250 -0.09 -0.13 -0.06 0.108
H 0.84420 -6.71750 -0.10340 0.01 -0.03 -0.02 0.100
H -1.09330 -7.75100 0.98240 0.05 -0.13 -0.01 0.095
H -2.88170 -6.34660 1.95640 -0.05 -0.06 0.04 0.090
H -2.66890 -3.88120 1.84850 0.00 0.07 -0.04 0.109
H 3.26790 -3.28950 0.72070 -0.01 0.05 0.03 0.090
H 3.60810 -2.15080 -0.58020 0.02 0.10 0.09 0.074
H 4.90460 -3.16560 0.06150 0.05 0.07 0.01 0.061
```
Positions in Å, forces in eV/Å.

Output
- DFT total energy (eV) = -205370.857
- HOMO energy (eV) = -3.5
- orbital gap (eV) = 4.7868
- total charge = -1

=====

(3)
A molecular structure, C36H37CrF3P2, computed with wB97M-V/def2-TZVPD.

Geometry as XYZ:
```
79
Properties=species:S:1:pos:R:3:forces:R:3:lowdin_charge:R:1
Cr -0.32156 0.66935 -1.07933 1.51 0.45 3.14 0.269
C -1.69275 0.94203 -5.91646 -0.34 -0.27 -0.11 -0.088
C -1.80354 -0.38040 -5.76838 -0.44 0.36 -0.37 -0.140
C -1.21534 -1.36944 -6.73147 -0.13 -0.36 -0.41 -0.188
C 0.21701 -1.10240 -7.28704 -0.01 -0.62 -0.09 -0.173
C 1.16814 -0.21749 -6.52254 0.60 0.55 -0.36 -0.125
C 1.20372 1.12254 -6.54037 0.56 -0.52 -0.73 -0.119
C 0.23158 2.02094 -7.23917 -0.31 0.41 -0.09 -0.180
C -1.24581 1.57132 -7.19914 0.48 0.33 -0.33 -0.182
C 1.22683 0.28774 0.34483 0.36 0.84 1.36 -0.277
H -2.00885 1.64738 -5.14949 -0.28 -0.38 -0.17 0.089
H -2.47084 -0.81496 -5.01948 0.58 0.33 0.20 0.077
H -1.88409 -1.47819 -7.60781 0.17 -0.10 0.36 0.119
H -1.17740 -2.35766 -6.24711 -0.24 0.27 -0.10 0.091
H 0.71220 -2.08989 -7.30793 -0.24 0.34 -0.21 0.107
H 0.14786 -0.79783 -8.34684 0.07 0.17 0.48 0.113
H 2.00666 -0.77507 -6.07514 -0.36 0.56 -0.22 0.095
H 2.10103 1.65642 -6.20993 -0.41 -0.42 0.12 0.081
H 0.52899 2.13881 -8.29983 -0.01 0.02 0.38 0.121
H 0.30001 3.02649 -6.79336 0.06 -0.27 -0.09 0.108
H -1.85882 2.47475 -7.33651 0.08 -0.28 -0.13 0.115
H -1.43815 0.91975 -8.06249 -0.08 0.03 0.33 0.107
H 1.06298 1.11956 1.05608 0.11 -0.47 0.07 0.006
H 2.32452 0.18247 0.24074 -0.44 0.08 0.21 -0.007
H 0.85586 -0.64965 0.78398 0.09 0.15 0.00 0.020
P -1.52333 -0.78358 -2.30684 -0.65 0.13 0.06 0.977
P 1.69483 0.07825 -2.03517 -1.10 0.82 -0.54 0.920
C -0.27282 -1.27414 -3.48030 1.65 -0.17 -0.53 -0.278
C 0.99493 -0.74520 -3.45661 -0.51 -1.17 -1.62 -0.280
C -2.52205 -2.22739 -1.96723 -0.31 -0.62 -0.06 -0.357
C -2.95110 -3.08398 -2.99702 -0.09 -0.12 0.61 -0.088
C -3.67028 -4.23586 -2.67183 0.09 -0.01 0.08 -0.080
C -3.95123 -4.54324 -1.33545 0.16 0.31 0.02 -0.077
C -3.53588 -3.67782 -0.31576 -0.07 -0.23 -0.22 -0.068
C -2.81924 -2.52566 -0.62583 0.01 0.03 -0.25 -0.060
C -2.67839 0.58325 -2.78366 -0.03 0.13 -0.18 -0.346
C -2.16080 1.90486 -2.76538 -0.50 -0.40 -0.13 -0.144
C -3.03977 2.98575 -2.85665 0.20 -0.08 0.22 -0.072
C -4.42097 2.77806 -2.86055 -0.01 -0.26 -0.07 -0.073
C -4.93009 1.47868 -2.84830 0.14 0.10 -0.01 -0.065
C -4.06749 0.38084 -2.84003 0.47 0.25 0.08 -0.070
C 3.14561 -0.98562 -1.72732 0.04 -0.51 -0.51 -0.325
C 2.91843 -2.29739 -1.27179 0.27 0.31 0.11 -0.080
C 3.99290 -3.09081 -0.87708 0.10 0.17 -0.24 -0.076
C 5.29859 -2.60762 -1.01935 -0.12 0.21 -0.04 -0.082
C 5.53242 -1.36379 -1.61816 -0.15 -0.34 0.01 -0.079
C 4.45696 -0.56739 -2.01299 -0.28 -0.09 0.37 -0.068
C 2.33139 1.75698 -2.38956 0.49 -0.24 -0.15 -0.333
C 2.47573 2.68010 -1.33714 -0.20 -0.11 -0.15 -0.077
C 2.83755 3.99612 -1.61424 0.02 -0.14 -0.21 -0.070
C 3.04362 4.39826 -2.93838 -0.14 -0.13 0.02 -0.082
C 2.92179 3.47819 -3.98733 0.05 0.07 0.32 -0.075
C 2.61793 2.14601 -3.70023 -0.06 0.25 0.12 -0.099
H -0.50300 -2.15015 -4.09869 0.24 0.61 -0.38 0.070
H 1.70885 -1.00862 -4.23741 -0.40 -0.60 0.10 0.048
H -2.70359 -2.86213 -4.03562 -0.13 -0.07 0.20 0.092
H -3.99570 -4.91017 -3.46224 0.06 0.13 0.16 0.103
H -4.47954 -5.46454 -1.08275 0.11 0.30 -0.12 0.105
H -3.75329 -3.91412 0.72680 0.05 0.06 -0.30 0.110
H -2.47702 -1.85938 0.16930 -0.09 -0.16 -0.26 0.096
H -1.06454 2.08522 -2.70349 -0.59 -0.04 -0.20 0.103
H -2.65004 4.00336 -2.87353 -0.05 -0.25 0.05 0.112
H -5.10180 3.63130 -2.85799 0.23 -0.26 -0.03 0.107
H -6.00693 1.31176 -2.82551 0.26 0.07 -0.07 0.107
H -4.47128 -0.63258 -2.83046 0.11 0.28 0.03 0.107
H 1.90263 -2.69390 -1.24545 0.18 0.20 0.28 0.114
H 3.81038 -4.08429 -0.46665 0.09 0.25 -0.14 0.106
H 6.13793 -3.21364 -0.68436 -0.15 0.11 -0.08 0.102
H 6.55417 -1.01661 -1.78229 -0.31 -0.14 0.02 0.106
H 4.63996 0.36626 -2.54764 -0.10 -0.09 0.41 0.105
H 2.28184 2.35604 -0.31519 0.08 0.21 -0.28 0.087
H 2.94039 4.70524 -0.79102 -0.01 -0.17 -0.30 0.109
H 3.29212 5.43825 -3.14439 -0.04 -0.23 -0.03 0.102
H 3.05895 3.80757 -5.01927 0.07 -0.14 0.29 0.104
H 2.58230 1.39673 -4.48549 -0.04 0.25 0.25 0.069
F -1.20373 1.99571 1.38322 -0.58 -0.45 0.19 -0.013
C -1.59425 0.90394 0.61944 0.20 0.11 -0.58 -0.542
F -1.59784 -0.18650 1.49912 -0.25 0.72 -0.11 -0.028
F -2.93734 1.12072 0.32924 0.22 -0.03 0.57 -0.013
```
Positions in Å, forces in eV/Å.

Output
- DFT total energy (eV) = -93077.895
- 2S+1 = 5
- HOMO energy (alpha / beta) (eV) = -6.4 / -6.8
- orbital gap (alpha / beta) (eV) = 6.4628 / 6.8871